{
  "formula": "C2H7PS2",
  "method": "ωB97M-V/def2-TZVPD",
  "elements": ["C", "C", "P", "S", "S", "H", "H", "H", "H", "H", "H", "H"],
  "positions_angstrom": [[0.107, 1.483, -0.248], [-0.451, 0.667, 0.834], [-1.935, -1.460, -0.763], [2.714, -1.043, -0.559], [-0.381, -1.161, 0.495], [0.494, 2.489, 0.170], [1.036, 0.948, -0.620], [-0.676, 1.813, -0.955], [-1.540, 0.837, 1.231], [0.099, 0.535, 1.819], [-1.585, -2.898, -0.573], [2.118, -2.209, -0.831]],
  "forces_ev_per_angstrom": [[1.686, 2.476, 0.219], [-1.902, -2.381, 3.532], [0.199, -1.626, -0.050], [-0.319, -0.044, 0.144], [0.322, 0.740, 0.139], [-0.537, -1.470, -0.442], [-1.401, 0.817, -0.317], [0.693, -0.738, -0.200], [1.879, 0.077, -1.220], [-0.024, 1.167, -1.219], [-0.678, 1.066, -0.517], [0.082, -0.083, -0.069]],
  "multiplicity": 1,
  "e_lumo_ev": [-1.004, -2.140],
  "gap_ha": [0.3149, 0.2035],
  "homo_energy_ev": [-9.574, -7.679],
  "charge": 0,
  "de_lowest_kj_mol": 312.9
}